# 1
C5H14N2O2 as an isolated structure. Source: the OMol25 dataset; level of theory: ωB97M-V/def2-TZVPD.

Geometry as XYZ:
```
23
Properties=species:S:1:pos:R:3:nbo_charge:R:1
C -0.32 0.36 -0.76 -0.154
C -1.66 -0.05 -1.35 -0.627
C -0.17 1.89 -0.70 -0.640
N 0.76 -0.29 -1.49 -0.858
H -0.59 0.35 0.60 0.415
H 1.66 -0.02 -1.12 0.367
H 0.73 -0.02 -2.47 0.353
H -1.78 0.37 -2.35 0.196
H -2.49 0.31 -0.74 0.212
H -1.73 -1.14 -1.43 0.212
H -0.94 2.35 -0.07 0.209
H 0.80 2.17 -0.29 0.220
H -0.27 2.31 -1.71 0.196
C -0.22 -2.13 0.85 -0.709
C 0.17 -0.73 1.22 0.795
N 1.98 0.69 1.68 -0.511
O 1.52 -0.62 1.28 -0.383
O -0.58 0.07 1.93 -0.775
H 2.80 0.46 2.24 0.354
H 1.26 1.04 2.33 0.374
H 0.28 -2.43 -0.07 0.264
H 0.08 -2.79 1.67 0.250
H -1.30 -2.18 0.74 0.241
```

maximum force	3.62	eV Å⁻¹
HOMO level	-8.04	eV
energy above the lowest of the compared OMol25 structures with the same formula, charge and spin	5.343	eV
molecular weight	134.2	g mol⁻¹
charge	0
LUMO	0.9	eV
spin multiplicity	1

# 2
A 2-piece molecular cluster, C5H14N2O2 overall. Source: the OMol25 dataset; level of theory: ωB97M-V/def2-TZVPD.

Geometry as XYZ:
```
23
Properties=species:S:1:pos:R:3:nbo_charge:R:1
C -1.32 -0.30 2.03 -0.728
C -0.81 0.60 0.93 0.609
O 0.03 1.48 1.17 -0.613
C -1.79 0.84 -0.21 -0.172
O -1.26 1.70 -1.19 -0.709
H -1.51 -1.29 1.63 0.226
H -0.57 -0.43 2.81 0.242
H -2.24 0.11 2.44 0.247
H -2.70 1.29 0.22 0.196
H -2.08 -0.11 -0.68 0.188
H -0.61 2.26 -0.73 0.486
N 0.12 -1.86 -1.38 -0.863
C 0.82 -1.21 -0.29 -0.317
C 1.74 0.18 -1.03 -0.173
N 2.42 1.00 -0.15 -0.842
H -0.89 -1.81 -1.37 0.348
H 0.30 -1.58 -2.33 0.363
H 0.35 -1.43 0.67 0.204
H 1.72 -1.80 -0.06 0.173
H 0.94 0.70 -1.56 0.193
H 2.38 -0.31 -1.76 0.189
H 1.77 1.42 0.54 0.397
H 3.20 0.55 0.30 0.356
```

maximum force	3.69	eV Å⁻¹
HOMO level	-7.79	eV
energy above the lowest of the compared OMol25 structures with the same formula, charge and spin	3.418	eV
molecular weight	134.2	g mol⁻¹
charge	0
SMILES string	CC(=O)CO.NCCN
LUMO	0.5	eV
spin multiplicity	1

# 3
C5H14N2O2 as an isolated structure. Source: the OMol25 dataset; level of theory: ωB97M-V/def2-TZVPD.

Geometry as XYZ:
```
23
Properties=species:S:1:pos:R:3:nbo_charge:R:1
C 1.61 0.78 0.07 0.240
C -1.69 0.64 0.45 0.408
C 0.91 -0.55 0.48 -0.079
C -3.00 -0.07 0.16 -0.686
C 1.74 -1.75 0.04 -0.620
N -0.45 -0.64 -0.08 -0.701
N 1.48 0.96 -1.36 -0.880
O 1.15 1.86 0.83 -0.751
O -1.31 1.60 -0.27 -0.799
H 0.23 2.05 0.53 0.499
H -0.48 -0.24 -1.06 0.425
H -0.82 -1.58 0.02 0.392
H 2.67 0.66 0.31 0.172
H -1.43 0.62 1.53 0.121
H 0.82 -0.54 1.57 0.204
H 0.56 1.37 -1.56 0.378
H 2.16 1.64 -1.68 0.374
H -3.80 0.59 0.50 0.238
H -3.13 -0.21 -0.91 0.218
H -3.08 -1.03 0.66 0.202
H 2.72 -1.73 0.51 0.218
H 1.26 -2.69 0.31 0.201
H 1.88 -1.73 -1.04 0.227
```

maximum force	1.82	eV Å⁻¹
HOMO level	-9.14	eV
energy above the lowest of the compared OMol25 structures with the same formula, charge and spin	1.678	eV
molecular weight	134.2	g mol⁻¹
charge	0
LUMO	0.8	eV
spin multiplicity	1

# 4
C5H14N2O2 as an isolated structure. Source: the OMol25 dataset; level of theory: ωB97M-V/def2-TZVPD.

Geometry as XYZ:
```
23
Properties=species:S:1:pos:R:3:nbo_charge:R:1
C 0.25 1.96 1.45 0.735
C -0.20 -0.85 -0.82 -0.048
C -0.10 -0.41 1.76 -0.840
C 0.49 -1.12 0.54 -0.416
C -1.72 -0.80 -0.74 -0.633
N 0.30 0.41 -1.43 -0.483
N 1.54 0.30 -2.13 -0.656
O -1.03 2.03 1.24 -0.748
O 1.13 1.99 0.50 -0.671
H -0.86 0.74 1.54 0.383
H 0.71 1.54 -0.34 0.507
H -0.38 0.77 -2.09 0.372
H 0.67 2.22 2.43 0.152
H 0.08 -1.68 -1.49 0.169
H 1.61 -0.59 -2.62 0.337
H 2.30 0.35 -1.46 0.353
H -1.05 -0.88 2.04 0.213
H 0.55 -0.53 2.62 0.216
H 1.55 -0.85 0.44 0.194
H 0.48 -2.21 0.69 0.201
H -2.10 -1.68 -0.22 0.224
H -2.05 0.09 -0.20 0.232
H -2.16 -0.78 -1.74 0.207
```

maximum force	4.14	eV Å⁻¹
HOMO level	-8.28	eV
energy above the lowest of the compared OMol25 structures with the same formula, charge and spin	4.523	eV
molecular weight	134.2	g mol⁻¹
charge	0
LUMO	0.9	eV
spin multiplicity	1

# 5
C5H14N2O3S in the gas phase. Source: the OMol25 dataset; level of theory: ωB97M-V/def2-TZVPD.

Geometry as XYZ:
```
25
Properties=species:S:1:pos:R:3:nbo_charge:R:1
C -0.43 -0.06 2.21 -0.412
N 0.52 0.23 1.11 -0.068
C 0.33 1.64 0.73 -0.454
C 1.89 -0.15 1.63 -0.386
N 0.25 -0.68 -0.01 -0.543
C -1.18 -0.94 -0.46 -0.243
C -0.97 -1.18 -1.95 -0.720
S -0.42 0.21 -2.86 2.366
O -0.50 -0.09 -4.32 -0.964
O 1.01 0.49 -2.43 -1.047
O -1.25 1.31 -2.39 -1.033
H -0.34 0.64 3.08 0.232
H -1.47 0.00 1.89 0.236
H -0.22 -1.05 2.50 0.220
H 0.31 1.71 -0.40 0.307
H -0.56 1.98 1.11 0.212
H 1.14 2.32 1.07 0.223
H 1.82 -1.19 1.94 0.234
H 2.12 0.57 2.45 0.215
H 2.59 0.03 0.79 0.244
H 0.83 -0.43 -0.90 0.456
H -1.91 -0.13 -0.28 0.219
H -1.57 -1.86 -0.01 0.198
H -0.08 -1.86 -2.13 0.244
H -1.91 -1.50 -2.41 0.262
```

maximum force	4.23	eV Å⁻¹
HOMO level	-8.50	eV
energy above the lowest of the compared OMol25 structures with the same formula, charge and spin	1.160	eV
molecular weight	182.2	g mol⁻¹
charge	0
SMILES string	C[N+](C)(C)NCCS(=O)(=O)[O-]
LUMO	0.0	eV
spin multiplicity	1

# 6
A 2-piece molecular cluster, C5H14N2S overall. Source: the OMol25 dataset; level of theory: ωB97M-V/def2-TZVPD.

Geometry as XYZ:
```
22
Properties=species:S:1:pos:R:3:nbo_charge:R:1
C -1.10 2.45 -1.29 -0.438
N -1.78 1.48 -0.50 -0.622
C -1.06 1.32 0.73 -0.112
N -1.46 0.38 1.56 -0.495
H -1.02 3.45 -0.85 0.162
H -1.53 2.58 -2.28 0.209
H -0.11 2.05 -1.37 0.224
H -2.75 1.73 -0.31 0.370
H -1.01 2.31 1.22 0.263
H -2.35 -0.04 1.23 0.336
H 0.07 1.09 0.38 0.232
C 1.90 -2.09 1.28 -0.607
C 0.45 -2.02 0.79 -0.417
C 0.19 -1.30 -0.57 -0.567
S 1.32 0.06 -0.93 -0.037
H 2.52 -2.56 0.51 0.197
H 1.93 -2.69 2.19 0.207
H 2.29 -1.10 1.46 0.217
H 0.01 -3.01 0.77 0.198
H -0.08 -1.45 1.55 0.219
H -0.83 -0.88 -0.58 0.230
H 0.29 -1.96 -1.43 0.232
```

maximum force	2.65	eV Å⁻¹
HOMO level	-8.44	eV
energy above the lowest of the compared OMol25 structures with the same formula, charge and spin	4.328	eV
molecular weight	134.2	g mol⁻¹
charge	0
LUMO	-2.4	eV
spin multiplicity	1

# 7
C5H14N2S in the gas phase. Source: the OMol25 dataset; level of theory: ωB97M-V/def2-TZVPD.

Geometry as XYZ:
```
22
Properties=species:S:1:pos:R:3:nbo_charge:R:1
C -0.36 -1.37 1.03 -0.641
C -0.07 0.13 0.75 -0.063
C -1.21 1.10 1.04 -0.492
S -2.00 1.34 2.74 -0.061
N 0.30 0.16 -0.74 -0.652
C 1.44 -0.66 -1.16 -0.218
C 1.34 -0.53 -2.82 -0.191
N 2.61 -1.26 -3.31 -0.854
H 0.50 -1.79 1.66 0.223
H -0.24 -1.82 0.09 0.206
H -1.45 -1.57 1.25 0.212
H 0.92 0.37 1.27 0.193
H -1.94 0.97 0.31 0.207
H -0.85 2.17 0.96 0.232
H -3.03 0.44 2.68 0.126
H -0.60 0.03 -1.27 0.354
H 2.32 -0.22 -0.90 0.191
H 1.34 -1.77 -1.03 0.183
H 0.46 -1.00 -3.35 0.174
H 1.18 0.39 -3.13 0.168
H 3.41 -1.01 -2.78 0.347
H 2.83 -0.98 -4.31 0.355
```

maximum force	6.85	eV Å⁻¹
HOMO level	-8.70	eV
energy above the lowest of the compared OMol25 structures with the same formula, charge and spin	2.319	eV
molecular weight	134.2	g mol⁻¹
charge	0
SMILES string	C[C@H](CS)NCCN
LUMO	0.9	eV
spin multiplicity	1

# 8
An isolated ion of composition C5H14N3 and charge +1. Source: the OMol25 dataset; level of theory: ωB97M-V/def2-TZVPD.

Geometry as XYZ:
```
22
Properties=species:S:1:pos:R:3:nbo_charge:R:1
H 1.29 -1.97 0.20 0.337
N 2.00 -1.26 0.13 -0.641
C 1.69 -0.12 -0.03 0.448
C 2.83 0.90 -0.24 -0.661
N 0.45 0.53 -0.02 -0.499
N -0.86 -0.09 -0.01 -0.065
C -1.06 -0.81 -1.30 -0.439
C -1.18 -0.89 1.25 -0.417
C -1.76 1.10 0.09 -0.407
H 2.57 1.60 -1.07 0.231
H 3.66 0.26 -0.30 0.266
H 2.93 1.36 0.72 0.229
H 0.41 1.50 0.28 0.417
H -2.12 -0.88 -1.51 0.237
H -0.59 -0.31 -2.14 0.258
H -0.73 -1.92 -1.34 0.257
H -1.22 -0.10 2.05 0.231
H -2.15 -1.32 1.30 0.247
H -0.40 -1.70 1.43 0.251
H -1.38 1.83 -0.61 0.240
H -2.78 0.93 -0.10 0.251
H -1.60 1.38 1.19 0.229
```

maximum force	5.38	eV Å⁻¹
HOMO level	-13.71	eV
energy above the lowest of the compared OMol25 structures with the same formula, charge and spin	4.025	eV
molecular weight	116.2	g mol⁻¹
charge	+1
SMILES string	[H]/N=C(/C)N[N+](C)(C)C
LUMO	-3.0	eV
spin multiplicity	1

# 9
A 2-piece molecular cluster, C5H14N3 overall. Source: the OMol25 dataset; level of theory: ωB97M-V/def2-TZVPD.

Geometry as XYZ:
```
22
Properties=species:S:1:pos:R:3:nbo_charge:R:1
C 1.41 -3.05 -0.41 -0.647
C 0.61 -1.90 0.12 -0.125
C 0.48 -1.60 1.41 -0.090
N -0.46 -0.55 1.85 -0.753
H 1.88 -3.57 0.42 0.227
H 0.74 -3.73 -0.93 0.243
H 2.19 -2.71 -1.09 0.240
H 0.04 -1.29 -0.57 0.201
H 0.96 -2.18 2.18 0.218
H -0.68 0.23 1.00 0.448
H -1.32 -1.00 2.14 0.421
H -0.11 -0.09 2.69 0.420
C -1.87 1.28 -1.04 -0.447
N 0.42 2.71 -1.46 -0.864
C 0.28 1.90 -0.31 0.348
N -0.76 1.21 -0.07 -0.486
H -2.28 2.29 -1.10 0.239
H -2.65 0.62 -0.70 0.212
H -1.50 1.05 -2.04 0.218
H 1.01 3.51 -1.34 0.398
H 0.86 2.17 -2.21 0.399
H 1.16 1.94 0.33 0.179
```

maximum force	1.13	eV Å⁻¹
HOMO level	-13.89	eV
energy above the lowest of the compared OMol25 structures with the same formula, charge and spin	1.912	eV
molecular weight	116.2	g mol⁻¹
charge	+1
LUMO	-2.8	eV
spin multiplicity	1

# 10
C5H14N4 in the gas phase. Source: the OMol25 dataset; level of theory: ωB97M-V/def2-TZVPD.

Geometry as XYZ:
```
23
Properties=species:S:1:pos:R:3:nbo_charge:R:1
C 0.21 2.10 -1.50 -0.442
C -0.89 0.01 -1.85 -0.514
C 0.70 -2.39 0.93 -0.407
N 0.15 0.69 -1.16 -0.232
N -0.26 -1.64 1.73 -0.696
H -0.80 -2.22 2.35 0.394
H -1.25 0.54 -2.74 0.201
H 0.96 2.60 -0.89 0.202
H -0.76 2.62 -1.38 0.176
H 0.52 2.19 -2.54 0.224
H -1.76 -0.17 -1.12 0.288
H -0.58 -1.00 -2.11 0.201
H 0.22 -3.16 0.31 0.185
H 1.44 -2.86 1.59 0.200
H 1.25 -1.72 0.27 0.198
C 1.07 0.96 1.21 -0.446
N -0.17 0.61 0.52 -0.392
C -1.12 -0.79 1.03 0.426
N -2.22 -0.83 0.54 -0.616
H -0.88 1.33 0.64 0.395
H 1.15 2.04 1.38 0.197
H 1.08 0.46 2.17 0.237
H 1.92 0.63 0.61 0.223
```

maximum force	3.35	eV Å⁻¹
HOMO level	-7.46	eV
energy above the lowest of the compared OMol25 structures with the same formula, charge and spin	4.400	eV
molecular weight	130.2	g mol⁻¹
charge	0
LUMO	0.8	eV
spin multiplicity	1